# 1
This record from the OMol25 dataset describes the ion CH3N2O2 with charge +1 in a non-equilibrium geometry. The level of theory is the ωB97M-V functional and the def2-TZVPD basis.

XYZ file:
```
8
Properties=species:S:1:pos:R:3:forces:R:3
N -1.13495 -0.14907 0.40395 1.42 1.35 -2.83
C -0.19423 0.55574 -0.23060 -0.85 -1.40 3.48
N 1.26054 -0.30986 -0.33411 -0.92 2.88 -0.42
O 1.25611 -1.35373 0.20354 -0.42 -1.05 0.16
O 2.11721 0.35695 -0.82169 -0.09 -0.41 -0.07
H -2.03024 0.40036 0.51586 0.88 -1.30 0.35
H -1.07255 -1.24835 0.47687 -0.04 2.61 0.01
H -0.20189 1.74795 -0.21380 0.02 -2.69 -0.68
```
Positions in Å, forces in eV/Å.

Results
DFT total energy: -8148.0906 eV
charge: +1
SMILES: [NH2+]=C[N+](=O)[O-]
HOMO: -17.1 eV
frontier orbital gap: 9.798 eV


# 2
This record from the OMol25 dataset describes the ion C4H10NO2 with charge +1 in a non-equilibrium geometry. The level of theory is the ωB97M-V functional and the def2-TZVPD basis.

XYZ file:
```
17
Properties=species:S:1:pos:R:3:forces:R:3
C -1.56520 1.67126 0.90521 -0.95 0.08 -0.07
C -0.18201 1.12069 0.92923 1.30 -0.35 1.11
N -0.00389 -0.32424 0.41429 1.07 1.88 -1.02
C 1.19745 -0.44904 -0.55244 -0.92 0.21 0.79
C 0.95765 -1.52912 -1.57354 0.75 0.13 -0.43
O 1.41697 -1.41731 -2.66675 -0.17 -0.35 -0.11
O 0.24914 -2.54558 -1.08227 -0.23 0.03 0.43
H -2.23633 1.16337 1.60010 0.11 -0.24 -0.07
H -1.54584 2.69897 1.26924 0.21 0.03 -0.14
H -2.04515 1.68639 -0.07496 0.18 -0.02 -0.08
H 0.17720 1.09242 1.95835 -0.13 -0.09 0.10
H 0.57814 1.71393 0.44066 -0.22 0.24 -0.55
H 0.29833 -0.91061 1.18027 -1.12 -0.57 0.23
H -0.87603 -0.55430 -0.06159 0.11 -0.80 0.36
H 1.39647 0.48510 -1.06054 -0.30 0.14 -0.10
H 2.04096 -0.64383 0.10208 0.26 -0.29 -0.19
H 0.14214 -3.25808 -1.72737 0.06 -0.03 -0.28
```
Positions in Å, forces in eV/Å.

Results
DFT total energy: -9888.5009 eV
charge: +1
SMILES: CC[NH2+]CC(=O)O
HOMO: -15.2 eV
frontier orbital gap: 11.591 eV